DFT (wB97M-V/def2-TZVPD) results for a 17-piece molecular cluster, C75H92N12O27 overall.

Structure (XYZ):
```
206
Properties=species:S:1:pos:R:3:lowdin_charge:R:1
C -2.488 -0.857 0.552 -0.06
C -3.813 -1.326 1.222 -0.06
O -3.613 -2.755 1.514 0.07
C -2.333 -3.044 1.239 -0.63
O -1.866 -4.088 1.503 0.14
O -1.602 -2.007 0.735 0.01
H -2.038 -0.001 1.007 0.12
H -2.597 -0.762 -0.515 0.11
H -4.602 -1.244 0.496 0.11
H -4.106 -0.758 2.067 0.07
C 4.982 0.595 -7.436 -0.10
C 5.130 0.043 -6.069 -0.09
O 5.858 1.140 -5.352 0.03
C 6.562 1.784 -6.327 -0.58
O 7.260 2.710 -6.089 0.16
O 6.282 1.286 -7.569 0.05
H 4.118 1.330 -7.522 0.16
H 4.825 -0.028 -8.286 0.12
H 5.677 -0.907 -5.961 0.14
H 4.195 -0.144 -5.609 0.11
C 1.325 0.118 6.648 -0.09
C 2.267 1.292 6.274 -0.03
O 1.919 1.530 4.838 0.05
C 1.227 0.501 4.393 -0.63
O 0.864 0.366 3.272 0.14
O 0.938 -0.398 5.371 0.01
H 0.463 0.544 7.166 0.13
H 1.816 -0.777 7.109 0.12
H 3.307 1.012 6.411 0.11
H 2.137 2.220 6.759 0.11
C -3.976 3.378 -2.310 -0.10
C -2.723 2.575 -2.127 -0.15
O -2.723 1.612 -3.150 0.07
C -3.901 1.579 -3.768 -0.57
O -4.289 0.867 -4.616 0.18
O -4.666 2.617 -3.311 0.06
H -3.743 4.412 -2.667 0.15
H -4.551 3.396 -1.412 0.09
H -2.730 2.087 -1.134 0.11
H -1.871 3.220 -2.192 0.10
C 1.078 -1.266 -7.653 -0.14
C 0.315 -2.449 -7.179 -0.09
O 1.345 -3.461 -7.036 0.08
C 2.498 -3.009 -7.445 -0.60
O 3.499 -3.650 -7.443 0.15
O 2.419 -1.709 -7.900 0.05
H 1.009 -0.533 -6.872 0.07
H 0.552 -0.733 -8.488 0.15
H -0.326 -2.884 -7.887 0.12
H -0.218 -2.219 -6.283 0.09
C -6.716 -0.468 -1.323 -0.06
C -8.009 -1.329 -0.972 -0.20
C -9.203 -0.414 -0.571 -0.19
C -9.435 0.719 -1.489 -0.24
N -9.604 1.541 -2.267 0.14
H -6.019 -1.163 -1.730 0.04
H -6.384 0.090 -0.488 0.03
H -6.946 0.301 -2.021 0.06
H -7.902 -2.079 -0.094 0.14
H -8.310 -1.866 -1.858 0.08
H -9.150 -0.086 0.473 0.11
H -10.135 -0.963 -0.623 0.11
C 2.336 -6.193 -5.109 -0.10
C 3.514 -5.735 -4.272 -0.24
C 3.114 -5.122 -2.925 -0.17
C 2.308 -3.940 -3.173 -0.21
N 1.759 -2.978 -3.379 0.20
H 2.621 -6.569 -6.084 0.07
H 1.539 -5.481 -5.268 0.05
H 1.836 -7.055 -4.578 0.09
H 4.203 -5.010 -4.804 0.13
H 4.159 -6.555 -4.035 0.10
H 3.964 -4.832 -2.357 0.10
H 2.478 -5.763 -2.302 0.12
C 1.254 0.752 -0.522 -0.08
C 0.309 0.198 -1.654 -0.21
C 1.112 0.108 -2.895 -0.20
C 0.358 -0.078 -4.109 -0.18
N -0.295 -0.177 -5.059 0.18
H 2.135 0.119 -0.443 0.05
H 0.817 0.745 0.510 0.07
H 1.631 1.782 -0.749 0.06
H -0.545 0.881 -1.683 0.09
H -0.133 -0.685 -1.222 0.09
H 1.841 -0.666 -2.854 0.08
H 1.696 0.989 -2.968 0.11
C -0.906 5.753 3.023 -0.09
C 0.518 5.141 3.220 -0.21
C 0.603 3.628 2.811 -0.16
C 0.082 3.430 1.441 -0.18
N -0.342 3.405 0.374 0.21
H -0.955 6.815 3.412 0.09
H -1.578 5.278 3.650 0.03
H -1.237 5.678 1.950 0.05
H 0.839 5.188 4.243 0.09
H 1.225 5.781 2.664 0.11
H 0.027 3.027 3.527 0.10
H 1.630 3.309 2.876 0.07
C 0.351 5.037 -3.675 -0.08
C 0.920 4.389 -2.372 -0.23
C 1.260 5.483 -1.334 -0.18
C 0.039 6.063 -0.860 -0.25
N -0.911 6.546 -0.477 0.18
H -0.110 4.309 -4.356 0.07
H 1.145 5.511 -4.229 0.06
H -0.331 5.877 -3.429 0.08
H 1.789 3.746 -2.453 0.10
H 0.148 3.780 -1.953 0.03
H 1.952 6.157 -1.712 0.10
H 1.780 5.104 -0.459 0.08
C 0.030 -4.173 6.543 -0.08
C 0.550 -3.762 5.142 -0.23
C 2.053 -3.796 4.933 -0.16
C 2.836 -2.890 5.740 -0.25
N 3.670 -2.424 6.346 0.18
H 0.353 -3.478 7.337 0.08
H 0.373 -5.173 6.809 0.08
H -1.040 -4.148 6.492 0.06
H 0.224 -2.777 4.961 0.08
H 0.097 -4.437 4.486 0.09
H 2.341 -3.603 3.927 0.09
H 2.496 -4.767 5.188 0.14
C -2.270 -2.312 -3.239 -0.07
C -3.440 -2.212 -3.928 -0.04
C -4.571 -2.920 -3.458 0.03
C -4.487 -3.628 -2.250 -0.15
C -3.293 -3.750 -1.586 -0.01
C -2.180 -3.117 -2.116 -0.06
N -5.695 -4.173 -1.635 -0.35
O -5.554 -4.845 -0.653 0.10
O -6.772 -3.935 -2.165 0.06
H -1.378 -1.859 -3.627 0.07
H -3.476 -1.609 -4.799 0.09
H -5.453 -2.807 -4.047 0.11
H -3.155 -4.428 -0.755 0.12
H -1.160 -3.222 -1.658 0.13
C -5.158 6.364 1.254 -0.05
C -4.052 5.641 0.708 -0.04
C -4.067 4.254 0.767 -0.04
C -5.161 3.608 1.355 -0.13
C -6.228 4.329 1.914 0.00
C -6.248 5.732 1.845 -0.05
N -5.262 2.100 1.301 -0.30
O -4.250 1.497 1.075 0.07
O -6.313 1.566 1.692 0.05
H -5.145 7.446 1.204 0.10
H -3.150 6.157 0.322 0.07
H -3.273 3.664 0.331 0.09
H -7.025 3.850 2.397 0.10
H -7.055 6.302 2.268 0.11
C 7.396 1.398 5.886 -0.06
C 6.223 1.902 5.297 -0.06
C 5.524 1.046 4.461 -0.03
C 5.857 -0.293 4.236 -0.12
C 7.057 -0.746 4.735 -0.01
C 7.838 0.098 5.521 -0.06
N 4.839 -1.199 3.620 -0.32
O 3.725 -0.865 3.447 0.11
O 5.306 -2.328 3.343 0.04
H 8.062 2.006 6.512 0.11
H 5.784 2.834 5.648 0.11
H 4.641 1.339 3.957 0.06
H 7.404 -1.713 4.497 0.11
H 8.824 -0.233 5.884 0.11
C 0.970 -4.762 1.011 -0.07
C 1.285 -3.398 1.067 -0.07
C 2.540 -2.934 0.838 -0.01
C 3.521 -3.849 0.464 -0.16
C 3.318 -5.228 0.489 0.00
C 1.962 -5.681 0.727 -0.06
N 4.906 -3.430 0.207 -0.36
O 5.711 -4.345 0.058 0.05
O 5.152 -2.274 0.078 0.09
H -0.098 -5.034 1.238 0.10
H 0.532 -2.737 1.510 0.11
H 2.777 -1.881 0.800 0.10
H 4.147 -5.900 0.334 0.11
H 1.714 -6.780 0.653 0.12
C -4.970 -2.141 4.697 -0.04
C -5.807 -1.049 4.678 -0.07
C -5.421 0.246 4.374 0.01
C -4.029 0.467 4.315 -0.14
C -3.163 -0.600 4.259 -0.03
C -3.611 -1.894 4.422 -0.06
N -3.542 1.847 4.082 -0.35
O -4.317 2.755 4.084 0.09
O -2.364 2.016 3.882 0.08
H -5.426 -3.141 4.724 0.13
H -6.856 -1.135 4.859 0.10
H -6.095 1.076 4.218 0.11
H -2.137 -0.355 3.995 0.12
H -3.024 -2.757 4.088 0.12
C 6.198 1.982 -2.262 -0.04
C 5.863 3.304 -1.905 -0.08
C 5.233 3.698 -0.770 -0.02
C 4.772 2.674 0.070 -0.14
C 4.978 1.351 -0.219 0.00
C 5.634 0.999 -1.437 -0.03
N 3.948 3.088 1.232 -0.32
O 4.201 2.616 2.295 0.11
O 3.068 3.911 1.031 0.06
H 6.692 1.723 -3.182 0.09
H 6.205 4.159 -2.575 0.14
H 4.981 4.680 -0.522 0.10
H 4.544 0.609 0.405 0.10
H 5.594 -0.063 -1.723 0.11
```

Computed properties:
HOMO level: -9.775 eV
DFT total energy: -152412.04391 eV
Kohn-Sham gap: 8.8 eV